Here is a structure of composition C21H21CdN4O5SSi from the Open Molecules 2025 dataset. Energies are from ωB97M-V/def2-TZVPD.

The geometry in XYZ format:
```
54
C21H21CdN4O5SSi, DFT ωB97M-V/def2-TZVPD
Cd 0.958 -0.330 0.352
C 0.033 -0.254 -4.188
C -0.046 -0.842 -2.812
N 0.967 -1.154 -2.108
N 2.196 -0.862 -2.617
C 3.272 -1.113 -1.828
N 4.427 -0.632 -2.321
S 3.186 -1.946 -0.372
C -1.361 -1.018 -2.133
C -2.568 -0.917 -2.818
C -3.755 -1.094 -2.124
C -3.709 -1.370 -0.771
C -2.462 -1.434 -0.163
N -1.323 -1.252 -0.816
H 0.932 -0.596 -4.698
H 0.085 0.836 -4.121
H -0.824 -0.528 -4.798
H 2.272 0.011 -3.175
H 4.386 0.114 -3.013
H 5.196 -0.612 -1.674
H -2.590 -0.703 -3.876
H -4.703 -1.014 -2.640
H -4.607 -1.508 -0.185
H -2.377 -1.616 0.902
O 5.542 2.750 -2.117
C 4.478 2.581 -1.550
C 4.226 2.731 -0.065
O 4.925 3.301 0.742
C 2.961 1.977 0.178
C 2.300 1.805 -1.094
O 1.128 1.293 -1.190
C 3.239 2.027 -2.155
O 3.135 1.665 -3.359
O 2.538 1.498 1.238
C -0.284 -2.493 3.223
Si -0.008 -0.712 2.645
C 1.005 0.141 3.985
C -1.730 0.111 2.669
C -2.820 -0.439 3.349
C -4.082 0.145 3.299
C -4.280 1.308 2.569
C -3.208 1.884 1.897
C -1.957 1.286 1.946
H -0.572 -2.522 4.279
H 0.633 -3.075 3.112
H -1.063 -2.991 2.641
H 0.431 0.227 4.913
H 1.315 1.136 3.662
H 1.916 -0.427 4.190
H -2.690 -1.351 3.921
H -4.910 -0.310 3.830
H -5.262 1.764 2.524
H -3.351 2.791 1.323
H -1.139 1.737 1.389
```

Properties
calculated total energy = -2263.6064 hartree
energy relative to the best compared isomer or geometry (same formula, charge and spin) = 1.3 kcal/mol
net charge = -1
molecular weight = 581.987 g/mol
strongest force on any atom = 0.0085 Eh/bohr
HOMO-LUMO gap = 0.23437 hartree
HOMO level = -4.2938 eV